[1]
Below is a single C4H6N2O molecule, with properties calculated with ωB97M-V with the def2-TZVPD basis set.

Its energy relative to the best compared isomer or geometry (same formula, charge and spin) is 89.7 kcal/mol. As for the total energy: -9269.6141 eV. The LUMO energy comes out at 0.01283 hartree. The value obtained for the gap between HOMO and LUMO is 8.0 eV.

Geometry as ORCA input:
```
! RIJCOSX wB97M-V def2-TZVPD def2/J DEFGRID3
* xyz 0 1
N -0.82265 -1.63965 -0.59288
C -0.42539 -0.34948 -0.11925
N -0.44930 -0.14164 1.28117
C 0.32180 0.95571 1.53162
C 1.02043 1.49151 0.43899
C 0.68968 0.55026 -0.52282
O 1.03743 0.49258 -1.81339
H -0.07936 -2.32883 -0.51262
H -1.05648 -1.56759 -1.57607
H -1.00053 0.50642 -0.59450
H -1.13778 -0.57841 1.87601
H 0.31993 1.32711 2.55824
H 1.58222 1.28200 -1.95449
*
```

[2]
Below is 4 unconnected molecules or ions with the total composition C13H37ClFN4O8PS, with properties calculated with ωB97M-V with the def2-TZVPD basis set.

As for the total energy: -71784.4028 eV. The LUMO energy comes out at -0.01362 hartree. The value obtained for the gap between HOMO and LUMO is 8.6 eV.

Geometry as ORCA input:
```
! RIJCOSX wB97M-V def2-TZVPD def2/J DEFGRID3
* xyz 0 1
O 2.28613 -1.92625 1.76341
P 2.85779 -0.60028 2.00356
O 3.48114 0.05449 0.70033
O 4.08410 -0.57361 3.01361
C 1.69570 0.63417 2.64825
N 0.50883 0.75335 1.75517
Cl -0.18927 2.32230 2.05305
S -0.72633 -0.42962 2.07996
O -1.74760 0.12794 2.89442
O -1.09000 -0.99981 0.83261
F -0.02680 -1.49946 2.93756
H 3.14388 -0.47709 -0.03380
H 3.80765 -0.90204 3.87438
H 1.41695 0.47088 3.68917
H 2.20432 1.59465 2.61006
C -1.47054 -4.22964 1.77994
O -2.04585 -5.43122 2.26290
C -3.42737 -5.58023 2.00734
C -3.77300 -6.08926 0.60079
C -3.63694 -5.02944 -0.48856
N -2.98012 -7.26306 0.22405
H -2.17384 -3.39426 1.83873
H -1.11869 -4.34079 0.75228
H -0.60545 -4.00853 2.40314
H -3.77584 -6.32237 2.73108
H -3.95782 -4.64356 2.22690
H -4.82344 -6.39480 0.63012
H -2.59639 -4.85048 -0.75665
H -4.14958 -5.35611 -1.39305
H -4.07682 -4.08041 -0.17543
H -3.15528 -8.01340 0.88617
H -2.00022 -7.03050 0.36203
C -2.28762 2.91967 -3.91441
O -1.82922 2.64692 -2.60459
C -2.71395 1.89248 -1.79758
C -2.66078 0.37422 -2.01901
C -3.36060 -0.08876 -3.29356
N -1.29117 -0.13976 -2.01345
H -3.37143 3.06648 -3.93746
H -2.01303 2.12333 -4.61039
H -1.80383 3.83831 -4.24617
H -2.40401 2.09277 -0.76793
H -3.73953 2.27179 -1.90393
H -3.18606 -0.08079 -1.17354
H -2.76098 0.10884 -4.18194
H -3.53146 -1.16426 -3.25487
H -4.32858 0.40208 -3.41621
H -0.86610 0.06771 -1.11798
H -0.75414 0.40377 -2.68481
C 3.40067 5.78776 1.10682
O 3.10638 4.40371 1.07064
C 3.11612 3.81443 -0.21683
C 4.50658 3.42118 -0.73964
C 5.34032 4.59767 -1.23734
N 5.27588 2.67712 0.26040
H 3.01176 6.30226 0.22371
H 4.47503 5.96744 1.19073
H 2.91954 6.20213 1.99246
H 2.52491 2.89956 -0.11502
H 2.58893 4.45756 -0.93374
H 4.33788 2.75684 -1.59286
H 5.76155 5.17408 -0.41398
H 6.17576 4.23603 -1.83583
H 4.74648 5.27055 -1.85957
H 4.74867 1.84665 0.50921
H 5.28200 3.23246 1.11207
*
```

[3]
Below is 2 unconnected molecules or ions with the total composition C4H10NO, with properties calculated with ωB97M-V with the def2-TZVPD basis set.

Its energy relative to the best compared isomer or geometry (same formula, charge and spin) is 104.5 kcal/mol. As for the total energy: -7836.7838 eV. The LUMO energy comes out at -0.13739 hartree. The value obtained for the gap between HOMO and LUMO is 10.5 eV.

Geometry as ORCA input:
```
! RIJCOSX wB97M-V def2-TZVPD def2/J DEFGRID3
* xyz 1 1
C 0.78846 0.58970 -0.01630
C -0.35408 -0.29543 -0.00469
C 2.15888 -0.05603 -0.47194
C -2.48341 0.34064 -0.35909
N 0.20612 0.19711 1.24769
O -0.12096 -1.65204 -0.11377
H 0.66151 1.71460 -0.05949
H 3.00869 0.69208 -0.51723
H 2.01339 -0.50192 -1.55002
H 2.38410 -0.84089 0.23121
H -2.63736 1.40965 -0.00149
H -2.99182 -0.40246 0.19665
H -2.60571 0.14238 -1.38504
H 0.55008 -0.42952 2.12145
H -0.31986 0.89481 1.73910
H -0.25801 -1.80266 -1.05703
*
```

[4]
Below is a single C4H7NO molecule, with properties calculated with ωB97M-V with the def2-TZVPD basis set.

Its energy relative to the best compared isomer or geometry (same formula, charge and spin) is 68.1 kcal/mol. As for the total energy: -7796.6924 eV. The LUMO energy comes out at 0.04245 hartree. The value obtained for the gap between HOMO and LUMO is 10.7 eV.

Geometry as ORCA input:
```
! RIJCOSX wB97M-V def2-TZVPD def2/J DEFGRID3
* xyz 0 1
C -1.75156 -0.33408 -0.04442
N -1.26288 0.97468 0.38596
C -0.55217 0.26684 -0.66865
C 0.77672 -0.38700 -0.43207
C 1.84167 0.21067 0.37435
O 1.02804 -0.84077 0.88810
H -1.57605 -1.17101 0.62867
H -2.70556 -0.33869 -0.56457
H -0.78776 0.86028 1.27867
H -0.64862 0.72482 -1.65218
H 1.07064 -1.09016 -1.21498
H 2.88008 -0.05898 0.18144
H 1.68746 1.18340 0.83967
*
```

[5]
Below is 2 unconnected molecules or ions with the total composition C6H10O, with properties calculated with ωB97M-V with the def2-TZVPD basis set.

Its energy relative to the best compared isomer or geometry (same formula, charge and spin) is 54.5 kcal/mol. As for the total energy: -8428.8781 eV. The LUMO energy comes out at 0.03936 hartree. The value obtained for the gap between HOMO and LUMO is 10.0 eV.

Geometry as ORCA input:
```
! RIJCOSX wB97M-V def2-TZVPD def2/J DEFGRID3
* xyz 0 1
C -1.61006 -1.32761 -0.02129
C -0.45718 -0.66850 -0.08052
C 0.87554 -1.14645 0.46934
O 1.69894 0.00513 0.61449
C 1.16546 1.04232 -0.16230
C 0.94204 0.79973 -1.61879
C -0.21446 0.68766 -0.63545
H -2.51680 -0.92147 -0.46124
H -1.68764 -2.29921 0.46058
H 1.34733 -1.86088 -0.22149
H 0.78285 -1.63098 1.44668
H 1.44021 2.02269 0.21228
H 1.33126 -0.11036 -2.06807
H 0.93600 1.66337 -2.27753
H -1.02871 1.40429 -0.67457
H -1.73272 1.38804 2.70269
H -1.27205 0.95223 2.31522
*
```

[6]
Below is 4 unconnected molecules or ions with the total composition C15H34Br9O3P3S, with properties calculated with ωB97M-V with the def2-TZVPD basis set.

As for the total energy: -691332.2763 eV. The LUMO energy comes out at 0.00492 hartree. The value obtained for the gap between HOMO and LUMO is 8.2 eV.

Geometry as ORCA input:
```
! RIJCOSX wB97M-V def2-TZVPD def2/J DEFGRID3
* xyz 0 1
C 6.77571 1.34947 0.42847
C 5.70129 1.42522 -0.67615
C 6.15124 2.51973 -1.66532
C 4.37629 1.85168 -0.00496
C 3.15334 1.09324 -0.57471
P 1.63746 2.11481 -0.69442
Br 2.49887 3.02457 -2.77145
C 1.43372 3.86474 -0.11269
C 1.82183 4.16960 1.30376
O 2.69967 3.65080 1.90667
O 1.06911 5.17127 1.86794
P -0.16643 1.27910 -1.92357
O -0.13462 1.79123 -3.30631
P 0.77083 1.20270 1.25193
S 0.44443 -0.74489 1.12304
H 6.34638 0.94145 1.34461
H 7.07242 2.36915 0.67435
H 7.63134 0.74624 0.13366
H 5.57924 0.46760 -1.17970
H 5.78528 3.49861 -1.36323
H 7.24034 2.58030 -1.66952
H 5.81892 2.33329 -2.68484
H 4.20935 2.91991 -0.13010
H 4.38758 1.70043 1.07394
H 3.39598 0.82545 -1.60125
H 2.99744 0.14592 -0.05343
H 1.99317 4.54188 -0.75556
H 0.38123 4.12727 -0.23180
H 1.62736 5.96210 1.89078
H -1.34764 1.66008 -1.28473
H 0.04663 -0.08838 -1.97368
H 1.60683 1.42560 2.35703
H -0.48080 1.82129 1.46758
Br -1.78937 -0.89377 -0.45517
C -3.46752 -1.45392 -1.35397
C -3.81814 -2.86161 -0.96932
Br -2.70912 -4.17198 -1.88582
H -3.32934 -1.32717 -2.42416
H -4.23520 -0.76423 -1.00974
H -4.83747 -3.09601 -1.26293
H -3.69814 -3.04925 0.09107
Br 3.87728 -2.17991 -0.19251
C 4.93442 -2.03546 1.43628
C 4.42418 -2.92914 2.53121
Br 2.82248 -2.21390 3.36337
H 4.93176 -0.98688 1.71843
H 5.94055 -2.33066 1.14690
H 5.15933 -2.99912 3.32971
H 4.17757 -3.92426 2.17649
Br -6.02745 1.58245 -1.48828
C -7.67339 0.99067 -2.33830
C -8.01794 -0.42828 -1.97341
Br -6.91221 -1.71453 -2.92465
H -7.54021 1.12540 -3.40637
H -8.44208 1.67008 -1.97779
H -9.03960 -0.65570 -2.26861
H -7.89259 -0.62964 -0.91447
Br -5.55179 -2.39557 2.28770
C -6.63178 -3.98576 2.58263
C -5.85513 -5.25928 2.37846
Br -5.57797 -5.66551 0.49575
H -7.48453 -3.91072 1.91632
H -6.96704 -3.91227 3.61452
H -6.41995 -6.10172 2.77092
H -4.87343 -5.23385 2.83938
*
```

What did we get for F_max? Answer: 1.503 2.129 5.802 0.323 0.275 2.406 eV/A, in the order shown.